Formula: C5H6OS2
Source: the OMol25 dataset
Level of theory: wB97M-V/def2-TZVPD

## Properties
Total charge: 0
HOMO-LUMO gap (Ha): 0.358
Spin multiplicity: 1
Electronic energy (eV): -28996.66412

Structure (XYZ):
```
14
Properties=species:S:1:pos:R:3:forces:R:3
C 1.305202 -1.141228 -0.439215 -0.90 -2.18 -2.16
C -0.187845 -1.287876 -0.516963 -1.54 -1.53 -0.45
C 1.177250 0.114326 0.195403 -1.74 2.09 1.54
C -0.361940 0.101017 0.091971 1.13 -1.32 0.41
C -1.320590 1.194217 -0.226184 3.38 1.56 3.46
O 0.134685 1.142383 2.467589 -0.23 0.42 0.61
S 0.572784 -1.250379 -2.181504 0.05 0.65 1.05
S 0.191445 -0.161583 1.796651 0.77 0.24 -0.89
H 1.966988 -1.952160 -0.317905 0.84 -0.50 0.56
H -0.850107 -2.195704 -0.307937 1.17 1.38 -0.16
H 1.669423 1.055268 0.188898 0.99 0.34 0.03
H -0.744354 2.172871 -0.057644 -1.01 -1.25 -0.42
H -2.085249 1.175410 0.513385 -1.26 0.04 -0.12
H -1.467692 1.033438 -1.206544 -1.65 0.05 -3.48
```
Positions in Å, forces in eV/Å.